Density functional theory data (wB97M-V/def2-TZVPD) for 9 unconnected molecules or ions with the total composition C27H33Cl9F18O12 at a distorted geometry.

Geometry as XYZ:
```
99
Properties=species:S:1:pos:R:3:forces:R:3:lowdin_charge:R:1
C 9.91231 -30.44928 5.97574 -0.67 0.06 0.37 -0.12
C 10.96786 -30.98405 5.06678 1.92 -0.84 1.60 -0.19
O 11.69990 -29.97586 4.36311 -0.66 0.89 -1.89 0.02
C 12.81946 -29.43898 4.80373 -0.29 -0.70 1.87 -0.40
O 13.34099 -29.71179 5.85267 0.20 0.25 -0.15 0.15
C 13.41380 -28.42119 3.81455 -1.40 -1.29 0.75 -0.57
F 14.32521 -27.65647 4.39356 -0.13 0.20 -0.38 0.19
F 13.95991 -29.18488 2.87588 0.56 0.28 -0.55 0.17
F 12.39631 -27.70434 3.32904 0.72 0.46 -0.37 0.13
H 9.14589 -31.20217 6.17013 0.03 -0.05 -0.32 0.06
H 9.40248 -29.57010 5.58543 0.45 -0.12 0.13 -0.02
H 10.31141 -30.25325 6.97182 0.16 0.50 -0.16 0.09
H 10.67638 -31.78685 4.39558 -0.21 0.52 -0.49 0.13
H 11.72237 -31.39879 5.74038 -0.04 -0.53 -0.13 0.12
C 15.37869 -34.52503 3.67254 0.40 0.28 -0.35 -0.06
C 14.96970 -35.50120 2.58100 0.12 -0.23 1.85 -0.20
O 15.09879 -34.93433 1.27388 -0.47 -0.20 -0.19 0.06
C 14.08204 -34.20121 0.85893 -0.64 0.53 -0.46 -0.40
O 13.05152 -33.92576 1.40272 0.16 -0.44 0.64 0.15
C 14.30735 -33.53613 -0.51020 -0.12 -0.69 -0.39 -0.48
F 14.69276 -32.24392 -0.31534 -2.19 -9.99 4.22 0.01
F 15.21629 -34.15078 -1.27087 0.24 0.19 0.26 0.18
F 13.18610 -33.46854 -1.23667 0.00 -0.17 0.45 0.16
H 16.45467 -34.35127 3.63395 0.02 -0.11 0.24 0.08
H 15.07616 -34.94528 4.63101 0.22 0.06 0.07 0.09
H 14.91958 -33.54362 3.57140 -0.32 -0.06 -0.08 0.08
H 13.98988 -35.87690 2.88076 -0.40 0.28 -1.04 0.13
H 15.61539 -36.37393 2.65781 0.21 0.11 -0.60 0.13
C 13.32397 -24.03589 2.55306 0.06 -0.29 -0.15 -0.05
C 11.87864 -23.63671 2.31299 0.32 0.51 1.01 -0.19
O 11.44067 -23.61699 0.95904 -0.33 -1.55 -1.04 0.04
C 11.55848 -22.56645 0.19383 0.37 1.50 1.49 -0.40
O 12.05994 -21.52698 0.53790 -0.02 -0.24 -0.62 0.17
C 10.87105 -22.72652 -1.16254 -0.33 0.03 -1.06 -0.54
F 9.93650 -23.68318 -1.15922 0.06 0.00 0.15 0.16
F 10.28113 -21.58553 -1.55083 0.18 -0.24 0.45 0.16
F 11.76749 -23.03464 -2.11001 0.14 -0.10 0.17 0.16
H 14.00581 -23.36942 2.02687 0.03 -0.10 -0.07 0.08
H 13.53042 -25.08002 2.31590 -0.08 0.08 -0.42 0.06
H 13.54956 -23.96923 3.61836 -0.22 0.28 0.05 0.05
H 11.73932 -22.63811 2.73058 -0.24 -0.03 -0.02 0.13
H 11.19543 -24.34200 2.78251 0.04 0.09 0.12 0.10
C 2.06966 -29.25838 2.53819 0.42 0.31 0.63 -0.06
C 1.96284 -27.78786 2.18084 -0.66 0.04 0.56 -0.20
O 3.29901 -27.26728 2.08781 1.39 0.25 -0.44 -0.01
C 3.47144 -26.07576 1.50102 -2.37 -1.23 -0.14 -0.38
O 2.55943 -25.47288 1.00648 0.69 0.47 0.03 0.17
C 4.90606 -25.58630 1.51884 -0.10 0.82 -0.90 -0.56
F 5.17581 -25.08600 2.72556 0.54 -0.49 0.10 0.18
F 5.76594 -26.53306 1.12925 0.13 -0.09 0.72 0.14
F 5.03291 -24.59283 0.63547 -0.01 0.07 0.12 0.17
H 2.70281 -29.26597 3.42871 0.08 -0.39 -0.05 0.07
H 2.52546 -29.89708 1.78447 -0.01 0.21 -0.18 0.08
H 1.11845 -29.69146 2.84339 -0.15 0.20 -0.20 0.08
H 1.53527 -27.23535 3.02085 -0.31 -0.14 -0.04 0.13
H 1.34569 -27.56011 1.31370 0.40 -0.01 -0.25 0.12
C 15.34342 -30.60584 -0.93656 1.40 4.99 -2.99 -0.07
C 15.26702 -29.45352 0.05126 0.71 -0.91 -0.01 -0.15
O 15.18029 -28.17053 -0.59001 -0.21 0.45 -0.11 0.06
C 14.39797 -27.26682 -0.02425 -0.88 -1.30 0.50 -0.37
O 13.69905 -27.42998 0.94543 0.41 0.59 -0.59 0.14
C 14.41010 -25.95675 -0.79156 1.69 1.08 0.10 -0.53
F 13.20292 -25.50633 -1.09249 0.08 -0.23 -0.10 0.19
F 15.03747 -25.02598 -0.01936 -0.60 -0.16 0.18 0.14
F 15.18968 -26.03908 -1.87261 -0.69 -0.07 -0.50 0.17
H 14.40484 -31.12723 -1.03153 -0.11 3.81 -1.69 0.06
H 16.10714 -31.32383 -0.65349 0.57 1.11 -0.20 0.10
H 15.57528 -30.30807 -1.96308 0.45 0.70 0.12 0.10
H 16.19911 -29.46087 0.61732 -0.12 0.34 0.26 0.14
H 14.42764 -29.60909 0.71813 -0.02 0.30 0.07 0.09
C 9.10414 -26.91465 2.42743 -0.56 0.09 0.10 -0.08
C 8.99395 -27.42234 0.98722 -0.37 0.22 0.97 -0.14
O 9.98035 -28.39291 0.59987 0.56 -0.14 -0.73 0.06
C 9.89036 -29.63449 1.00461 -0.47 0.34 1.31 -0.38
O 9.21320 -30.05062 1.91251 0.07 0.10 -0.44 0.13
C 10.81532 -30.58644 0.24236 1.09 -0.02 -0.99 -0.53
F 10.26113 -31.79383 0.21108 0.18 0.07 0.02 0.15
F 11.07660 -30.18703 -1.01070 -0.78 0.04 -0.22 0.16
F 12.04280 -30.66911 0.78151 -0.26 -0.18 0.90 0.16
H 9.72270 -26.02477 2.51723 0.30 -0.25 0.02 0.05
H 9.37612 -27.67540 3.15645 0.54 -0.11 -0.32 0.02
H 8.10960 -26.62441 2.78063 -0.07 0.17 -0.33 0.07
H 9.15627 -26.59542 0.30176 -0.13 -0.12 -0.13 0.13
H 8.00289 -27.85622 0.85594 0.09 -0.11 -0.24 0.11
Cl 7.18914 -31.21775 4.12911 -0.14 -0.06 0.23 0.58
C 7.27105 -29.46377 4.35294 -0.46 -0.43 0.33 -1.48
Cl 7.13806 -29.01403 6.10753 -0.23 0.00 -1.05 0.55
Cl 5.97897 -28.71181 3.43034 0.00 0.19 0.05 0.60
H 8.21870 -29.19066 3.90465 0.01 0.34 0.37 -0.04
Cl 10.80280 -26.22444 8.25260 0.23 0.28 -0.74 0.54
C 11.49930 -26.03559 6.62142 0.84 -0.64 0.01 -1.52
Cl 12.21751 -24.44778 6.30429 -0.55 0.04 0.18 0.56
Cl 10.42380 -26.58927 5.34637 -0.51 0.44 0.15 0.62
H 12.34207 -26.70755 6.50126 -0.02 -0.08 0.62 -0.01
Cl 8.27583 -34.19565 0.03193 -0.37 0.01 0.24 0.55
C 9.53609 -35.07102 0.87515 0.39 -0.40 -0.55 -1.51
Cl 10.69281 -35.65225 -0.37233 -0.20 -0.09 0.53 0.51
Cl 8.89888 -36.42591 1.85365 0.24 0.56 -0.35 0.51
H 10.08137 -34.38314 1.51040 -0.06 -0.11 0.10 0.00
```
Forces are in eV/Å.

Properties
structure (SMILES)	CCOC(=O)C(F)(F)F.CCOC(=O)C(F)(F)F.CCOC(=O)C(F)(F)F.CCOC(=O)C(F)(F)F.CCOC(=O)C(F)(F)F.CCOC(=O)C(F)(F)F.ClC(Cl)Cl.ClC(Cl)Cl.ClC(Cl)Cl
energy above the lowest of the compared OMol25 structures with the same formula, charge and spin	0.463	eV
E_tot	-214718.22086	eV

=====

Density functional theory data (wB97M-V/def2-TZVPD) for a molecular structure, C27H33ClN2O9OsP2S at a distorted geometry.

Geometry as XYZ:
```
76
Properties=species:S:1:pos:R:3:forces:R:3:lowdin_charge:R:1
Os 0.02646 0.20565 -1.02296 -1.40 -0.35 0.34 1.15
O 0.85093 -3.89185 -0.87818 -0.17 0.20 0.49 -0.08
P 0.69480 -2.33882 -1.18843 -0.25 0.49 -0.08 0.17
O 1.30150 -1.45957 -0.10601 0.14 -0.09 -0.53 -0.36
O -0.72794 -1.93292 -1.47150 0.14 -0.19 -0.08 -0.35
O 1.56382 -2.25112 -2.54317 0.37 -0.04 0.04 -0.26
P 1.90609 -0.82146 -3.26437 -0.80 -0.06 -0.11 0.22
O 2.88314 -0.10880 -2.21401 -0.05 0.24 0.02 -0.14
O 2.55641 -1.06658 -4.55204 -0.30 0.08 -0.10 -0.26
O 0.59130 -0.00475 -3.15476 1.09 0.13 0.54 -0.43
H 1.31193 -4.33970 -1.58160 0.30 -0.30 -0.44 0.08
H 3.57085 -0.68194 -1.88126 0.32 -0.24 0.13 0.09
Cl -4.55546 2.85159 0.69346 0.03 -0.04 -0.02 0.69
C -3.80508 1.81204 -0.46755 0.22 -0.13 -0.31 -0.66
C -4.55141 0.91911 -1.21666 -0.11 -0.02 0.06 -0.09
C -3.89633 0.12580 -2.15391 0.33 0.35 0.13 -0.04
C -2.52636 0.24296 -2.29648 -0.20 0.55 -0.12 -0.12
N -1.78503 1.07476 -1.51641 -0.42 -1.17 0.31 -0.13
C -2.42726 1.85673 -0.62533 0.02 0.31 -0.39 -0.20
H -5.61949 0.85219 -1.06918 -0.05 -0.01 0.00 0.11
H -4.42988 -0.58809 -2.75977 -0.09 -0.03 -0.06 0.11
H -1.97601 -0.33871 -3.02232 0.10 -0.09 0.15 0.11
H -1.81642 2.52445 -0.02826 0.02 -0.15 0.02 0.10
O -2.02760 -7.28984 0.63798 0.10 0.20 0.02 0.11
C -3.00857 -6.36745 0.78699 -0.02 0.00 -0.08 -0.47
O -4.15937 -6.70575 0.79206 0.16 0.01 0.01 0.12
C -2.57124 -4.93890 0.92345 -0.05 -0.12 0.05 -0.12
C -1.29257 -4.57254 1.32741 -0.04 0.09 0.02 -0.01
C -0.94999 -3.23754 1.46787 -0.17 -0.03 0.06 -0.09
C -1.90147 -2.27126 1.19101 0.03 -0.05 0.00 -0.47
S -1.56272 -0.53352 1.31207 0.60 0.55 -0.31 1.03
C -3.18564 -2.62067 0.79195 -0.02 -0.01 -0.03 -0.07
C -3.52012 -3.95443 0.66316 0.12 0.05 0.00 0.01
H -1.17122 -6.84420 0.55591 -0.19 -0.14 -0.01 0.09
H -0.53492 -5.31180 1.55661 0.00 -0.03 0.02 0.12
H 0.04653 -2.94851 1.76650 0.03 0.02 0.04 0.10
H -3.92053 -1.85119 0.58989 0.01 0.02 0.00 0.11
H -4.51352 -4.25350 0.36529 -0.06 -0.03 0.00 0.12
C -0.31827 2.91599 -3.66777 0.18 0.07 0.21 0.00
N 1.06152 3.46677 -3.57539 0.10 -0.04 -0.18 -0.17
C 1.03305 4.93915 -3.39934 0.01 -0.14 -0.01 -0.01
C 1.91217 2.73933 -2.52016 0.08 0.20 -0.22 -0.09
C 1.51785 2.98487 -1.10257 0.02 -0.12 0.18 -0.25
C 2.05234 4.12575 -0.48349 -0.06 -0.06 -0.05 -0.09
C 1.84543 4.39626 0.85076 -0.05 -0.02 0.01 -0.10
C 1.10383 3.47638 1.58698 0.06 0.06 -0.01 -0.09
C 0.61110 2.33604 0.98701 -0.19 0.08 -0.14 -0.14
C 0.77798 2.00599 -0.38445 0.50 0.07 0.01 -0.25
H -0.83573 3.44108 -4.46596 -0.10 -0.03 -0.02 0.10
H -0.78870 3.09712 -2.70289 -0.06 -0.05 -0.10 0.09
H -0.23887 1.84729 -3.85004 -0.08 -0.02 0.02 0.07
H 1.53455 3.26923 -4.46095 -0.15 -0.03 0.13 0.18
H 0.62163 5.14649 -2.41492 -0.01 0.06 -0.04 0.10
H 0.40766 5.36842 -4.17926 0.04 0.04 0.02 0.10
H 2.04835 5.32136 -3.46786 -0.01 0.05 0.03 0.10
H 2.92721 3.08292 -2.73328 -0.01 -0.01 0.09 0.14
H 1.82570 1.69448 -2.77331 -0.04 0.08 -0.02 0.06
H 2.66824 4.80339 -1.06513 0.05 0.02 -0.04 0.10
H 2.26282 5.28106 1.30995 0.02 0.03 0.03 0.10
H 0.93456 3.64063 2.64372 -0.03 0.01 0.06 0.10
H 0.07583 1.64473 1.62339 0.01 0.04 0.00 0.04
C 3.08132 -0.27732 3.18632 -0.01 0.00 -0.01 -0.03
C 1.84386 -0.64151 4.01705 -0.01 0.14 -0.15 -0.61
C 1.95605 -2.08590 4.51167 -0.02 -0.02 0.01 -0.04
C 1.70001 0.31491 5.20365 -0.02 -0.02 0.05 -0.04
C 0.65954 -0.54105 3.15237 -0.10 -0.10 0.12 -0.03
C -0.28808 -0.50705 2.41356 -0.01 -0.25 0.27 -0.39
H 3.98384 -0.46595 3.76865 0.05 0.01 0.03 0.09
H 3.06219 0.77421 2.90423 -0.02 0.07 -0.03 0.08
H 3.11323 -0.86584 2.27081 0.02 -0.05 -0.03 0.08
H 2.84631 -2.18578 5.13150 0.05 -0.02 0.06 0.09
H 2.04051 -2.77676 3.67463 0.03 -0.04 -0.07 0.08
H 1.08578 -2.36691 5.10273 -0.05 -0.01 0.03 0.09
H 2.60042 0.28292 5.81773 0.05 -0.02 0.02 0.09
H 0.84743 0.04018 5.82540 -0.01 0.01 -0.01 0.09
H 1.55977 1.33727 4.85719 -0.01 0.07 -0.02 0.08
```
Forces are in eV/Å.

Properties
energy above the lowest of the compared OMol25 structures with the same formula, charge and spin	2.894	eV
E_tot	-94349.44393	eV

=====

Density functional theory data (wB97M-V/def2-TZVPD) for 2 unconnected molecules or ions with the total composition C27H33F20N2O8P2S at a distorted geometry.

Geometry as XYZ:
```
93
Properties=species:S:1:pos:R:3:forces:R:3:lowdin_charge:R:1
C -5.08734 -0.84927 3.47162 0.24 0.10 -0.37 -0.03
C -4.20941 -0.79453 2.44852 -0.23 -0.11 1.37 -0.20
C -2.80067 -1.33765 2.68712 -0.12 1.80 -1.09 -0.13
C -1.68838 -0.92732 1.62235 -1.91 -2.12 -0.01 -0.41
C -2.31507 -1.01202 0.18514 0.60 1.02 -0.01 -0.08
C -2.92457 -2.37771 -0.11834 -0.40 0.74 0.62 -0.26
O -2.37493 -3.22593 -0.75589 0.29 -0.33 -0.48 0.06
O -0.87128 -2.09663 1.63021 0.67 2.33 0.83 -0.28
P 0.48077 -1.84002 2.71186 -0.62 -0.75 -0.75 0.47
S 2.17175 -1.44948 4.11201 0.70 0.22 0.47 0.50
N 0.16398 -3.59088 3.27236 1.09 -0.11 -0.50 -0.01
C 0.37180 -3.77884 4.43893 -1.65 0.03 -0.11 -0.55
O 0.28594 -3.92059 5.59720 0.75 -0.45 0.94 0.08
C 1.58756 -2.37714 1.25476 1.65 -0.52 0.63 -0.39
C 2.30383 -3.73271 1.55393 -0.09 -0.29 -0.43 -0.14
C 2.70179 -1.35990 0.83739 0.01 -0.75 -0.84 -0.24
C 2.50811 -1.00375 -0.65714 0.15 0.62 0.14 -0.26
C 3.62348 -0.08693 -1.21396 -0.85 0.44 0.34 -0.11
O 0.43317 -0.13114 2.35677 -0.42 0.56 -0.89 -0.36
C -0.82956 0.37489 1.93071 1.80 -0.77 0.46 -0.39
C -0.55504 1.37261 0.76384 -0.45 1.07 -0.06 -0.12
C 0.86763 1.96925 0.77501 0.42 -0.73 -0.42 -0.06
C 1.10494 2.91197 -0.43979 -0.33 -1.42 2.54 -0.41
F -0.00246 3.68375 -0.62614 0.46 0.23 -0.77 0.11
F 1.33882 2.09662 -1.49965 -0.20 0.97 -0.52 0.12
C 2.34289 3.80687 -0.12002 0.14 -0.98 0.27 -0.34
F 2.03785 4.67537 0.86286 -0.30 0.42 -0.67 0.16
F 3.26225 2.97564 0.44307 0.11 0.18 -0.40 0.13
C 3.08608 4.46988 -1.31742 0.40 -0.62 0.44 -0.33
F 4.02629 5.29558 -0.80912 -0.56 0.41 -0.14 0.16
F 3.77580 3.49035 -1.94141 -0.50 0.01 -0.17 0.16
C 2.25613 5.18322 -2.42006 0.51 0.64 -1.11 -0.32
F 1.37266 4.38301 -3.03970 -0.17 -0.13 0.76 0.17
F 3.16505 5.49614 -3.38848 -0.02 0.10 0.34 0.14
C 1.59637 6.54214 -2.03817 0.74 0.71 0.04 -0.32
F 2.62203 7.42275 -1.90725 -0.14 -0.21 -0.09 0.15
F 0.95748 6.54508 -0.85632 -0.18 -0.45 -0.22 0.17
C 0.64730 7.15648 -3.11692 -0.47 0.58 0.00 -0.32
F 0.62213 8.49607 -2.86906 -0.09 -0.27 0.20 0.14
F 1.11273 7.03480 -4.36507 0.32 -0.46 0.31 0.17
C -0.84686 6.66580 -3.08745 -0.62 -0.09 -0.75 -0.32
F -1.05476 5.54073 -2.39126 0.51 0.25 0.29 0.16
F -1.20832 6.38944 -4.36426 0.11 0.18 0.17 0.15
C -1.88410 7.72732 -2.59131 -1.18 -0.78 -0.03 -0.54
F -2.04961 8.71657 -3.46345 0.61 0.21 0.29 0.19
F -1.63614 8.16830 -1.36615 0.39 0.29 -0.20 0.19
F -3.07555 7.09509 -2.53635 0.26 -0.05 0.01 0.16
P -1.53564 1.50907 3.25538 -1.56 0.91 0.19 0.63
N -3.01560 1.94621 2.93175 0.69 -0.17 -0.11 -0.15
O -0.62662 2.89170 3.37455 0.18 -1.22 -0.04 -0.16
O -1.42496 0.80859 4.70954 0.48 0.35 -0.86 -0.15
H -6.12609 -1.15502 3.31460 -0.04 1.28 0.08 0.04
H -4.72407 -0.57871 4.46938 -0.12 -1.28 0.03 0.05
H -4.56875 -0.36801 1.50764 0.18 -1.23 -0.28 0.09
H -2.46680 -1.16695 3.72147 -0.15 -0.02 -0.31 0.10
H -2.87699 -2.42941 2.56745 0.05 0.39 0.04 0.13
H -1.48605 -0.85359 -0.52446 -0.28 -0.33 0.18 0.12
H -3.02262 -0.17782 0.02670 0.00 -0.46 0.05 0.12
H -3.95189 -2.57346 0.27595 0.26 0.17 0.03 0.12
H -0.31841 -1.48832 3.84697 0.13 -0.15 -0.19 0.04
H 3.33389 -1.68481 3.45474 -0.47 -0.02 -0.01 -0.20
H 0.94073 -2.56659 0.39018 0.00 0.28 0.35 0.10
H 3.14454 -3.90072 0.84993 -0.36 0.24 0.13 0.07
H 2.73271 -3.77911 2.56514 -0.23 0.08 -0.25 0.05
H 1.62418 -4.58712 1.41607 0.16 0.33 0.27 0.06
H 3.67706 -1.88565 0.88587 -0.30 0.32 0.21 0.10
H 2.79878 -0.47957 1.48904 -0.32 -0.12 -0.32 0.08
H 1.53549 -0.48120 -0.75511 0.33 -0.20 -0.10 0.09
H 2.41714 -1.90624 -1.28805 0.10 0.14 0.45 0.11
H 3.39486 0.17684 -2.26022 0.42 -0.24 0.24 0.07
H 3.58058 0.86712 -0.65870 0.25 -0.37 -0.18 0.04
H 4.63368 -0.50078 -1.08591 -0.33 -0.02 -0.23 0.07
H -1.27034 2.21007 0.88611 0.08 -0.41 -0.36 0.09
H -0.74349 0.97193 -0.24204 0.01 -0.17 0.45 0.11
H 1.17219 2.41932 1.72674 -0.38 0.03 -0.26 0.13
H 1.55909 1.12896 0.61099 -0.13 0.41 0.22 0.10
H -3.07386 2.95747 2.84250 -0.31 -0.16 0.06 -0.03
H -0.95572 3.49351 2.69272 0.14 -0.04 0.14 0.06
H -2.16109 1.16926 5.23013 0.10 -0.09 -0.10 0.08
C -1.80560 -8.71506 -3.73445 0.30 0.00 -0.15 -0.07
C -1.98675 -7.61650 -2.70767 -0.54 -0.30 -0.14 -0.20
O -0.71916 -7.11136 -2.26400 0.32 0.23 0.08 0.03
C -0.13400 -6.22134 -3.06298 -0.78 -0.34 -0.06 -0.39
O -0.57296 -5.82643 -4.10357 0.35 0.13 0.02 0.17
C 1.17578 -5.73672 -2.43127 0.95 0.40 0.50 -0.54
F 1.91050 -6.75554 -1.94953 -0.27 -0.06 -0.17 0.16
F 0.93078 -4.90571 -1.41649 -0.21 -0.10 -0.14 0.18
F 1.94372 -5.08606 -3.31239 -0.35 -0.14 -0.12 0.16
H -1.16326 -9.50469 -3.34041 -0.11 -0.02 0.07 0.08
H -2.76871 -9.14741 -4.00757 -0.01 0.03 0.05 0.08
H -1.32949 -8.33461 -4.63873 -0.10 0.06 0.00 0.08
H -2.48238 -8.01301 -1.82284 0.23 0.10 0.13 0.13
H -2.60692 -6.80585 -3.09067 0.20 0.09 -0.04 0.13
```
Forces are in eV/Å.

Properties
total charge	-1
energy above the lowest of the compared OMol25 structures with the same formula, charge and spin	0.000	eV
E_tot	-131658.80740	eV

=====

no.,Kohn-Sham gap (eV),molar mass (g/mol),LUMO level (hartree)
1,10.791,1210.590,0.0081
2,6.585,849.264,-0.0033
3,7.492,987.542,0.0778